<a>
Formula: H10O5
Source: OMol25
Level of theory: ωB97M-V with the def2-TZVPD basis set

Net charge ... 0
Highest occupied orbital energy ... -10.68 eV
SMILES string ... O.O.O.O.O
Lowest unoccupied orbital energy ... 0.0039 hartree
2S+1 ... 1

```
15
Properties=species:S:1:pos:R:3:mulliken_charge:R:1
O -6.205 -4.291 0.006 -0.5882
H -5.456 -4.896 0.030 0.2971
H -6.999 -4.830 -0.007 0.3049
O -10.740 -5.485 -2.588 -0.7114
H -11.399 -4.818 -2.781 0.3429
H -10.020 -5.332 -3.200 0.3430
O -10.867 -2.583 0.813 -0.6163
H -10.148 -2.906 1.367 0.2886
H -10.732 -3.165 0.070 0.3515
O -7.036 -1.637 -1.332 -0.6501
H -7.728 -2.285 -1.168 0.3142
H -6.417 -2.028 -0.649 0.3231
O -9.108 -4.528 -0.346 -0.7062
H -9.635 -4.924 -1.079 0.3833
H -9.344 -4.969 0.496 0.3234
```

=====

<b>
Formula: H10O5
Source: OMol25
Level of theory: ωB97M-V with the def2-TZVPD basis set

Net charge ... 0
Highest occupied orbital energy ... -10.46 eV
SMILES string ... O.O.O.O.O
Lowest unoccupied orbital energy ... 0.0212 hartree
2S+1 ... 1

```
15
Properties=species:S:1:pos:R:3:mulliken_charge:R:1
H -1.437 0.105 0.857 0.3940
H -1.354 0.254 2.303 0.2934
H -1.268 -0.548 -0.948 0.4260
H -2.684 -0.002 -1.223 0.3598
H 0.751 -0.143 -2.599 0.2785
H 0.798 0.555 -1.173 0.4551
H 2.051 0.576 0.521 0.4712
H 0.568 1.241 0.632 0.4167
H 1.308 -1.005 -0.020 0.3829
H 0.861 -0.885 1.433 0.3835
O -0.798 0.327 1.563 -0.7049
O -2.148 -0.639 -0.539 -0.7648
O 0.285 -0.143 -1.727 -0.7918
O 1.410 1.222 0.056 -0.8548
O 1.657 -0.914 0.863 -0.7450
```

=====

<c>
Formula: H10O5
Source: OMol25
Level of theory: ωB97M-V with the def2-TZVPD basis set

Net charge ... 0
Highest occupied orbital energy ... -11.18 eV
SMILES string ... O.O.O.O.O
Lowest unoccupied orbital energy ... 0.0186 hartree
2S+1 ... 1

```
15
Properties=species:S:1:pos:R:3:mulliken_charge:R:1
O -2.905 4.861 1.846 -0.6663
O 4.066 -8.626 -3.937 -0.6409
O 1.010 -1.662 -2.078 -0.6584
O -0.649 5.412 -1.185 -0.6577
O -2.749 -0.048 6.235 -0.6497
H -1.982 5.023 2.211 0.3172
H 4.820 -9.165 -4.178 0.3185
H 0.923 -1.020 -2.811 0.3219
H -0.960 4.889 -2.027 0.3352
H -2.231 -0.101 7.113 0.3251
H -2.694 5.114 0.867 0.3445
H 3.702 -8.381 -4.812 0.3224
H 1.836 -2.265 -2.303 0.3365
H 0.263 5.066 -0.990 0.3272
H -2.449 0.902 6.049 0.3247
```

=====

From most stable to least stable, the computed energies give <a>, <b>, <c>.

=====

<a>
Formula: H10O5
Source: OMol25
Level of theory: ωB97M-V with the def2-TZVPD basis set

Net charge ... 0
Highest occupied orbital energy ... -11.11 eV
SMILES string ... O.O.O.O.O
Lowest unoccupied orbital energy ... 0.0145 hartree
2S+1 ... 1

```
15
Properties=species:S:1:pos:R:3:mulliken_charge:R:1
O -2.436 0.004 2.557 -0.6149
H -3.055 0.732 2.617 0.3126
H -2.732 -0.618 3.222 0.3093
O 0.039 -0.251 0.100 -0.6158
H -0.566 -0.014 0.803 0.3070
H -0.275 0.237 -0.661 0.3082
O -1.388 2.057 -2.507 -0.6201
H -1.328 2.967 -2.216 0.3145
H -1.511 2.116 -3.454 0.3155
O 3.155 0.995 -0.968 -0.6435
H 2.525 0.331 -0.686 0.3308
H 2.636 1.794 -1.059 0.3079
O 1.744 -3.679 0.449 -0.6432
H 1.790 -3.886 1.383 0.3083
H 1.403 -2.786 0.417 0.3234
```

=====

<b>
Formula: H10O5
Source: OMol25
Level of theory: ωB97M-V with the def2-TZVPD basis set

Net charge ... 0
Highest occupied orbital energy ... -10.53 eV
SMILES string ... O.O.O.O.O
Lowest unoccupied orbital energy ... 0.0013 hartree
2S+1 ... 1

```
15
Properties=species:S:1:pos:R:3:mulliken_charge:R:1
H -1.102 -0.218 -1.058 0.3496
H -0.217 -1.073 -0.165 0.2523
H -2.531 -1.205 0.137 0.3259
H -3.858 -0.649 -0.351 0.2873
H 4.181 -0.876 -0.770 0.3201
H 5.396 -1.362 0.002 0.3232
H -0.231 -0.186 1.608 0.3087
H -1.401 0.413 2.372 0.2744
H 0.761 2.850 -0.724 0.3207
H -0.558 2.113 -0.561 0.3186
O -0.879 -1.135 -0.863 -0.6224
O -3.004 -0.962 -0.667 -0.5980
O 4.788 -0.617 -0.068 -0.6430
O -1.188 -0.077 1.570 -0.5704
O -0.156 2.983 -0.461 -0.6470
```

=====

<c>
Formula: H10O5
Source: OMol25
Level of theory: ωB97M-V with the def2-TZVPD basis set

Net charge ... 0
Highest occupied orbital energy ... -11.43 eV
SMILES string ... O.O.O.O.O
Lowest unoccupied orbital energy ... 0.0171 hartree
2S+1 ... 1

```
15
Properties=species:S:1:pos:R:3:mulliken_charge:R:1
O 2.172 0.113 -0.939 -0.6449
O -3.494 2.778 -3.755 -0.6591
O 2.362 1.562 4.600 -0.6441
O 1.066 -1.741 5.027 -0.6209
O -2.554 -2.550 -5.682 -0.5879
H 2.398 -0.331 -0.149 0.3119
H -3.901 2.624 -2.801 0.3332
H 2.266 1.245 5.518 0.3220
H 1.792 -2.144 5.522 0.3182
H -3.319 -1.987 -5.663 0.3064
H 2.151 -0.626 -1.629 0.3331
H -2.583 3.007 -3.495 0.3258
H 3.144 2.167 4.729 0.3253
H 1.509 -0.944 4.829 0.2994
H -3.009 -3.172 -6.112 0.2815
```

=====

From most stable to least stable, the computed energies give <a>, <b>, <c>.

=====

<a>
Formula: C2H6S
Source: OMol25
Level of theory: ωB97M-V with the def2-TZVPD basis set

Net charge ... 0
Highest occupied orbital energy ... -9.35 eV
SMILES string ... C=C.S
Lowest unoccupied orbital energy ... 0.0327 hartree
2S+1 ... 1

```
9
Properties=species:S:1:pos:R:3:mulliken_charge:R:1
S 0.839 1.453 -0.257 -0.2941
H 1.432 2.445 0.541 0.1588
H 2.032 0.924 -0.372 0.1462
C -0.812 -1.325 -0.293 -0.3430
C -1.324 -1.922 0.819 -0.6192
H 0.328 -1.150 -0.392 0.2215
H -1.465 -1.299 -1.219 0.2139
H -0.858 -2.118 1.785 0.2675
H -2.084 -2.571 0.613 0.2483
```

=====

<b>
Formula: C2H6S
Source: OMol25
Level of theory: ωB97M-V with the def2-TZVPD basis set

Net charge ... 0
Highest occupied orbital energy ... -9.63 eV
SMILES string ... C=C.S
Lowest unoccupied orbital energy ... 0.0335 hartree
2S+1 ... 1

```
9
Properties=species:S:1:pos:R:3:mulliken_charge:R:1
S 1.154 2.139 0.028 -0.2813
H 2.391 1.775 -0.327 0.1407
H 1.312 3.230 -0.734 0.1477
C -1.316 -1.315 -0.244 -0.4456
C -0.336 -1.042 0.603 -0.5198
H -2.091 -0.589 -0.468 0.2205
H -1.296 -2.240 -0.806 0.2202
H -0.352 -0.261 1.347 0.3265
H 0.535 -1.696 0.601 0.1910
```

=====

<c>
Formula: C2H6S
Source: OMol25
Level of theory: ωB97M-V with the def2-TZVPD basis set

Net charge ... 0
Highest occupied orbital energy ... -9.22 eV
Lowest unoccupied orbital energy ... -0.0501 hartree
2S+1 ... 1

```
9
Properties=species:S:1:pos:R:3:mulliken_charge:R:1
C 0.462 -0.757 0.144 -0.7411
C -0.184 0.406 -0.548 -0.7575
S -1.835 0.652 0.180 -0.1204
H 1.323 -1.301 -0.252 0.3167
H 0.684 -0.459 1.179 0.2269
H -0.298 -1.528 0.293 0.3083
H -0.266 0.135 -1.632 0.3065
H 0.487 1.290 -0.633 0.3104
H -0.375 1.562 1.267 0.1502
```

=====

<d>
Formula: C2H6S
Source: OMol25
Level of theory: ωB97M-V with the def2-TZVPD basis set

Net charge ... 0
Highest occupied orbital energy ... -9.15 eV
SMILES string ... C=C.S
Lowest unoccupied orbital energy ... 0.0314 hartree
2S+1 ... 1

```
9
Properties=species:S:1:pos:R:3:mulliken_charge:R:1
S -1.377 -2.287 -0.347 -0.2882
H -2.519 -1.731 -0.910 0.1585
H -1.316 -1.339 0.642 0.1238
C 0.212 1.060 -0.073 -0.5553
C 1.525 0.868 0.233 -0.4885
H -0.571 0.886 0.602 0.3653
H 0.099 1.530 -1.028 0.2249
H 1.865 0.794 1.322 0.2140
H 2.082 0.219 -0.441 0.2456
```

=====

From most stable to least stable, the computed energies give <b>, <a>, <d>, <c>.

=====

<a>
Formula: C7H8
Source: OMol25
Level of theory: ωB97M-V with the def2-TZVPD basis set

Net charge ... 0
Highest occupied orbital energy ... -9.92 eV
SMILES string ... C#CC[C@H](C)C#C
Lowest unoccupied orbital energy ... 0.0380 hartree
2S+1 ... 1

```
15
Properties=species:S:1:pos:R:3:mulliken_charge:R:1
C -0.372 0.341 -1.618 -1.4484
C -0.272 0.393 -0.089 0.5760
C 0.768 -0.632 0.449 -0.8383
C 0.109 -1.867 0.883 -0.4819
C -0.509 -2.826 1.271 0.1292
C 0.015 1.758 0.371 -0.9501
C 0.211 2.883 0.753 0.1498
H 0.581 0.633 -2.073 0.3582
H -0.620 -0.673 -1.948 0.3529
H -1.145 1.025 -1.979 0.3855
H -1.247 0.114 0.329 0.2413
H 1.509 -0.851 -0.330 0.3105
H 1.320 -0.207 1.294 0.3695
H -1.057 -3.671 1.624 0.4025
H 0.373 3.882 1.092 0.4434
```

=====

<b>
Formula: C7H8
Source: OMol25
Level of theory: ωB97M-V with the def2-TZVPD basis set

Net charge ... 0
Highest occupied orbital energy ... -8.16 eV
Lowest unoccupied orbital energy ... 0.0355 hartree
2S+1 ... 1

```
15
Properties=species:S:1:pos:R:3:mulliken_charge:R:1
C -0.241 -1.390 0.180 0.3746
C 0.871 -1.759 -0.305 -0.6494
C -2.037 0.147 -0.540 -0.4860
C -1.487 -0.736 0.647 -0.3847
C 1.021 -0.281 -0.553 0.1091
C -0.853 0.546 0.163 -0.3249
C 2.088 0.481 0.221 -1.4233
H -1.957 -0.217 -1.596 0.1985
H -3.057 0.674 -0.296 0.2269
H -1.890 -0.828 1.639 0.3295
H 0.762 0.057 -1.477 0.5832
H -0.553 1.403 0.825 0.3086
H 3.116 0.060 -0.110 0.3196
H 1.871 0.369 1.193 0.4277
H 2.344 1.475 0.009 0.3907
```

=====

From most stable to least stable, the computed energies give <a>, <b>.

=====

<a>
Formula: C7H8
Source: OMol25
Level of theory: ωB97M-V with the def2-TZVPD basis set

Net charge ... 0
Highest occupied orbital energy ... -7.70 eV
Lowest unoccupied orbital energy ... 0.0290 hartree
2S+1 ... 1

```
15
Properties=species:S:1:pos:R:3:mulliken_charge:R:1
C -1.192 1.095 -0.399 -0.4116
C -0.051 1.771 -0.201 -0.3382
C -1.290 -0.332 -0.134 0.1477
C 1.089 -0.365 0.005 -0.0175
C -2.017 -1.356 0.243 -0.6385
C 1.764 -1.385 -0.420 -0.6946
C 1.157 1.047 0.315 -0.2675
H -2.162 1.436 -0.473 0.3966
H -0.109 2.840 -0.519 0.3279
H -1.524 -2.247 0.628 0.2612
H -3.147 -1.213 0.264 0.2229
H 2.812 -1.512 0.006 0.2331
H 1.265 -2.230 -0.770 0.3096
H 2.193 1.375 0.019 0.2692
H 1.211 1.076 1.436 0.1997
```

=====

<b>
Formula: C7H8
Source: OMol25
Level of theory: ωB97M-V with the def2-TZVPD basis set

Net charge ... 0
Highest occupied orbital energy ... -7.66 eV
SMILES string ... C[C@@]12[C@@H]3[C@H]4[C@@H]3[C@@H]1[C@H]42
Lowest unoccupied orbital energy ... 0.0399 hartree
2S+1 ... 1

```
15
Properties=species:S:1:pos:R:3:mulliken_charge:R:1
C 2.034 -0.030 0.062 -1.3516
C 0.542 -0.023 0.105 0.4575
C -0.504 -1.135 -0.216 -0.4072
C -1.456 -0.063 -0.693 -0.7328
C -1.453 -0.479 0.747 -0.2189
C -0.369 0.554 1.198 -0.8302
C -0.356 0.963 -0.497 0.0257
H 2.434 0.905 0.470 0.3242
H 2.438 -0.857 0.651 0.3345
H 2.378 -0.137 -0.972 0.3108
H -0.400 -2.152 -0.568 0.4321
H -2.274 -0.107 -1.394 0.4547
H -2.280 -0.926 1.290 0.4328
H -0.664 1.615 0.847 0.2064
H -0.070 1.871 -1.030 0.5618
```

=====

From most stable to least stable, the computed energies give <a>, <b>.

=====

<a>
Formula: C7H8
Source: OMol25
Level of theory: ωB97M-V with the def2-TZVPD basis set

Net charge ... 0
Highest occupied orbital energy (spin up / spin down) ... -8.00 / -8.11 eV
Lowest unoccupied orbital energy (spin up / spin down) ... -0.0133 / -0.0060 hartree
2S+1 ... 1

```
15
Properties=species:S:1:pos:R:3:mulliken_charge:R:1
C 0.602 -0.055 1.012 -0.3912
C 1.618 0.357 -0.200 0.2744
C -0.098 -1.363 0.733 -0.6734
C 0.356 0.281 -1.070 -0.8320
C 2.857 0.565 -0.365 -0.4846
C -0.565 -0.047 0.159 1.0339
C -1.946 0.470 0.343 -1.4384
H 0.215 -2.077 -0.035 0.2208
H -0.811 -1.625 1.528 0.2883
H 0.204 1.198 -1.644 0.3389
H 0.576 -0.504 -1.693 0.3015
H 3.762 0.937 -0.017 0.3632
H -2.326 -0.066 1.178 0.3687
H -2.583 0.383 -0.509 0.3451
H -1.862 1.546 0.580 0.2849
```

=====

<b>
Formula: C7H8
Source: OMol25
Level of theory: ωB97M-V with the def2-TZVPD basis set

Net charge ... 0
Highest occupied orbital energy ... -9.89 eV
Lowest unoccupied orbital energy ... -0.0123 hartree
2S+1 ... 1

```
15
Properties=species:S:1:pos:R:3:mulliken_charge:R:1
C -1.159 0.950 0.196 -1.7050
C -0.077 -0.123 0.019 1.7374
C 0.784 -0.221 1.291 -1.4331
C -0.099 -2.332 -0.909 -0.4265
C -0.805 -1.454 -0.260 -0.3073
C 0.781 0.258 -1.122 -1.1788
C 1.489 0.666 -2.005 0.1385
H -1.767 1.003 -0.711 0.4016
H -0.705 1.928 0.395 0.4255
H -1.793 0.659 1.041 0.4001
H 0.192 -0.580 2.139 0.3639
H 1.641 -0.888 1.162 0.3795
H 1.172 0.771 1.537 0.3702
H -1.856 -1.535 0.026 0.3687
H 2.096 1.001 -2.819 0.4653
```

=====

<c>
Formula: C7H8
Source: OMol25
Level of theory: ωB97M-V with the def2-TZVPD basis set

Net charge ... 0
Highest occupied orbital energy ... -8.49 eV
SMILES string ... Cc1ccccc1
Lowest unoccupied orbital energy ... 0.0345 hartree
2S+1 ... 1

```
15
Properties=species:S:1:pos:R:3:mulliken_charge:R:1
C 0.366 -0.231 2.206 -1.1926
C 1.137 -0.120 -0.185 -0.4376
C 0.063 -0.164 0.729 0.6684
C -1.222 -0.077 0.178 -0.3580
C -1.316 0.548 -1.082 -0.5429
C -0.324 0.351 -2.051 -0.3505
C 0.941 0.036 -1.577 -0.4351
H 0.999 -1.065 2.537 0.3355
H -0.544 -0.619 2.667 0.3379
H 0.751 0.695 2.626 0.2753
H 2.137 -0.467 0.067 0.3069
H -2.056 -0.690 0.527 0.3134
H -2.199 1.139 -1.327 0.3656
H -0.541 0.520 -3.098 0.3751
H 1.808 0.145 -2.217 0.3385
```

=====

<d>
Formula: C7H8
Source: OMol25
Level of theory: ωB97M-V with the def2-TZVPD basis set

Net charge ... 0
Highest occupied orbital energy ... -9.93 eV
SMILES string ... C#CC(C)(C)C#C
Lowest unoccupied orbital energy ... 0.0367 hartree
2S+1 ... 1

```
15
Properties=species:S:1:pos:R:3:mulliken_charge:R:1
C 0.125 0.892 1.306 -1.5495
C -0.049 0.053 -0.039 1.9119
C -0.042 0.993 -1.237 -1.2308
C -1.253 -0.756 0.010 -1.3401
C -2.266 -1.369 0.050 0.1460
C 1.122 -0.823 -0.039 -1.2527
C 2.093 -1.526 -0.058 0.2301
H -0.827 1.386 1.517 0.4213
H 0.987 1.453 1.199 0.4353
H 0.183 0.192 2.117 0.4052
H -0.412 0.446 -2.114 0.3874
H 1.045 1.370 -1.388 0.3128
H -0.691 1.957 -1.003 0.2718
H -3.029 -2.148 -0.161 0.3989
H 3.013 -2.120 -0.160 0.4522
```

=====

From most stable to least stable, the computed energies give <c>, <d>, <b>, <a>.